[1]
This record from the Open Molecules 2025 dataset describes a structure of composition C27H21I2N2O6SeTeV in a non-equilibrium geometry. The level of theory is ωB97M-V/def2-TZVPD.

Summary:
HOMO level (spin up / spin down): -5.2 / -5.5 eV
spin multiplicity: 4
net charge: -1
M: 980.785 g/mol
maximum force: 5.72 eV Å⁻¹

Atoms and positions in Å:
V  -0.5224  0.1446  0.7435
O  1.3813  1.8530  -0.0465
C  0.2697  2.7270  0.2576
C  -0.9704  1.9019  -0.1605
O  -2.1199  2.2022  0.2110
O  -0.7225  0.9494  -0.9758
C  0.3836  3.9799  -0.5913
C  1.4554  4.8378  -0.3545
C  1.7105  5.8900  -1.2171
C  0.8837  6.1003  -2.3115
C  -0.2075  5.2747  -2.5285
C  -0.4598  4.2141  -1.6695
C  0.1865  3.0079  1.7496
C  -0.8279  3.8258  2.2409
C  -1.0099  3.9508  3.6064
C  -0.1875  3.2663  4.4902
C  0.8416  2.4801  4.0049
C  1.0346  2.3569  2.6371
H  2.1742  2.3880  -0.1553
H  2.0876  4.6720  0.5111
H  2.5612  6.5357  -1.0425
H  1.1035  6.9007  -3.0058
H  -0.8543  5.4409  -3.3800
H  -1.3035  3.5590  -1.8453
H  -1.4812  4.3358  1.5458
H  -1.8173  4.5614  3.9903
H  -0.3504  3.3412  5.5577
H  1.4816  1.9282  4.6803
H  1.8423  1.7414  2.2643
O  -1.6186  0.8122  2.5948
N  -1.1073  -0.3231  2.4423
O  -1.7825  -1.3769  2.5917
O  0.1597  -0.4106  2.4151
I  0.8691  -3.3493  -1.7307
I  1.6528  -5.3159  -3.5495
Se  0.1817  -1.6568  -0.1803
C  0.8728  -2.7862  1.2019
N  1.2640  -3.5445  1.9757
Te  -3.0030  -0.2936  0.6095
C  -3.5886  -2.3678  0.3407
C  -2.8172  -3.5104  0.5048
C  -3.3486  -4.7688  0.2518
C  -4.6735  -4.9007  -0.1303
C  -5.4721  -3.7715  -0.2427
C  -4.9287  -2.5183  -0.0155
C  -3.3083  -0.1194  -1.5151
C  -3.9624  1.0014  -2.0099
C  -3.9478  1.2821  -3.3690
C  -3.2735  0.4446  -4.2429
C  -2.6597  -0.7062  -3.7654
C  -2.6826  -0.9842  -2.4086
H  -1.7929  -3.4528  0.8580
H  -2.7162  -5.6414  0.3437
H  -5.0904  -5.8792  -0.3306
H  -6.5165  -3.8624  -0.5143
H  -5.5468  -1.6330  -0.1214
H  -4.4687  1.6651  -1.3195
H  -4.4419  2.1718  -3.7399
H  -3.2183  0.6900  -5.2960
H  -2.1376  -1.3675  -4.4450
H  -2.2063  -1.8934  -2.0436

Results of the Löwdin charge analysis, in e, for atoms 1 through 5:
1 V 0.309
2 O 0.010
3 C -0.321
4 C -0.740
5 O -0.038

[2]
This record from the Open Molecules 2025 dataset describes a structure of composition C27H22AsCrF5N6S5Se in a non-equilibrium geometry. The level of theory is ωB97M-V/def2-TZVPD.

Summary:
HOMO level (spin up / spin down): 0.2 / -1.4 eV
spin multiplicity: 5
net charge: -2
M: 891.718 g/mol
maximum force: 1.68 eV Å⁻¹

Atoms and positions in Å:
Cr  -0.0567  0.0002  -1.2190
C  2.1535  2.7915  -0.2589
C  0.6965  3.0539  -0.0568
C  0.2883  4.3575  0.1894
C  -1.0680  4.6469  0.2991
C  -1.9645  3.6176  0.1728
C  -1.5001  2.3142  -0.0369
N  -0.1636  2.0301  -0.1459
C  -2.3995  1.1963  -0.0976
C  -3.7864  1.2459  0.1937
C  -4.4823  0.0537  0.2744
C  -3.8149  -1.1511  0.1828
C  -2.4271  -1.1288  -0.1028
N  -1.7974  0.0280  -0.3608
C  -1.5448  -2.2570  -0.0243
C  -2.0123  -3.5644  0.1422
C  -1.1154  -4.5883  0.3076
C  0.2444  -4.2883  0.3059
C  0.6569  -2.9790  0.1008
C  2.1180  -2.6772  0.0412
N  -0.2044  -1.9671  -0.0624
H  2.7246  3.7109  -0.1352
H  2.3174  2.4056  -1.2649
H  2.4986  2.0668  0.4771
H  1.0329  5.1372  0.2713
H  -1.4033  5.6637  0.4621
H  -3.0274  3.8039  0.2121
H  -4.2859  2.1921  0.3290
H  -5.5522  0.0667  0.4438
H  -4.3302  -2.0895  0.3185
H  -3.0748  -3.7579  0.1122
H  -1.4520  -5.6107  0.4280
H  0.9884  -5.0614  0.4410
H  2.7017  -3.5379  0.3661
H  2.3400  -1.8306  0.6878
H  2.3967  -2.4283  -0.9831
S  -0.9719  -0.0658  -6.0696
As  -1.4660  -0.0248  -4.0121
S  -0.5104  1.6312  -2.9182
S  -0.5632  -1.6756  -2.8621
S  -3.5673  0.0154  -3.7688
C  2.7234  -1.6141  -5.7752
C  3.0528  -0.1832  -5.3377
C  3.0298  -0.0693  -3.8519
N  1.9616  -0.0858  -3.1699
N  2.0963  -0.0328  -1.8100
C  3.3605  0.0193  -1.4465
N  3.8327  0.0087  -0.1854
S  4.4607  0.0256  -2.8079
H  2.5909  -1.6500  -6.8569
H  1.7825  -1.9198  -5.3184
H  3.5146  -2.3124  -5.4860
H  2.2707  0.4738  -5.7275
H  4.0250  0.1342  -5.7224
H  3.1893  0.1862  0.5944
H  4.7739  0.3251  -0.0371
F  6.9452  -0.4458  5.9831
C  5.8334  -0.2898  5.2444
C  5.8497  0.4761  4.0951
F  6.9933  1.0736  3.7152
C  4.6999  0.6260  3.3461
F  4.7904  1.3719  2.2316
C  3.4772  0.0385  3.6920
Se  1.9147  0.2794  2.6832
C  3.5081  -0.7368  4.8566
F  2.4032  -1.3561  5.2790
C  4.6497  -0.8999  5.6178
F  4.6245  -1.6522  6.7298

Results of the Löwdin charge analysis, in e, for atoms 1 through 5:
1 Cr 0.321
2 C -0.039
3 C -0.336
4 C -0.048
5 C -0.073

[3]
This record from the Open Molecules 2025 dataset describes a structure of composition C27H22Cl2N5OSe4W in a non-equilibrium geometry. The level of theory is ωB97M-V/def2-TZVPD.

Summary:
HOMO level (spin up / spin down): -9.9 / -9.9 eV
net charge: +1
M: 1003.093 g/mol
maximum force: 1.96 eV Å⁻¹

Atoms and positions in Å:
W  -0.0199  -0.2736  -0.8407
C  1.2774  1.6329  1.4886
N  0.5411  0.3462  1.4420
C  -0.5748  0.4775  2.4543
C  -1.5968  1.5481  2.1736
C  -1.5855  2.7444  2.8769
C  -2.5654  3.6889  2.6059
C  -3.5266  3.3930  1.6572
C  -3.4747  2.1531  1.0334
N  -2.5371  1.2461  1.2812
C  1.3916  -0.7504  1.9716
C  2.2482  -1.4459  0.9620
C  3.4458  -2.0204  1.3446
C  4.1730  -2.7557  0.4237
C  3.6749  -2.8869  -0.8613
C  2.4846  -2.2664  -1.1791
N  1.7772  -1.5566  -0.2890
C  2.4047  1.7102  0.5135
C  3.4906  2.5399  0.7474
C  4.4843  2.6232  -0.2124
C  4.3640  1.8606  -1.3623
C  3.2484  1.0574  -1.5097
N  2.2837  0.9892  -0.5954
H  0.5706  2.4290  1.2628
H  1.6510  1.7880  2.5062
H  -1.0845  -0.4800  2.5373
H  -0.0922  0.6832  3.4157
H  -0.8205  2.9374  3.6189
H  -2.5799  4.6333  3.1336
H  -4.3153  4.0926  1.4175
H  -4.2327  1.8718  0.3089
H  2.0051  -0.3814  2.7983
H  0.7191  -1.5105  2.3753
H  3.7957  -1.8927  2.3600
H  5.1108  -3.2156  0.7049
H  4.1981  -3.4500  -1.6204
H  2.0795  -2.3175  -2.1802
H  3.5474  3.1119  1.6643
H  5.3395  3.2688  -0.0635
H  5.1150  1.8863  -2.1389
H  3.1037  0.4589  -2.4012
Se  0.6694  -0.1617  -3.1028
Se  -0.6726  -2.6621  -1.7190
Se  -2.2627  -2.8325  -3.2751
Se  -1.2663  -2.0526  0.4526
Cl  0.3958  4.5573  -1.5735
C  -0.9345  3.5907  -2.0878
C  -1.9534  4.1352  -2.8915
C  -3.0623  3.3946  -3.2122
Cl  -4.3258  4.1142  -4.1453
C  -3.1999  2.0522  -2.7779
C  -4.3331  1.2196  -2.9461
C  -4.3353  -0.0040  -2.3536
C  -3.1942  -0.4633  -1.6645
N  -2.0936  0.2467  -1.5653
C  -2.1189  1.5208  -2.0703
C  -1.0276  2.2931  -1.6627
O  -0.1993  1.6797  -0.8207
H  -1.8696  5.1588  -3.2286
H  -5.1914  1.5778  -3.4980
H  -5.1930  -0.6582  -2.4121
H  -3.2284  -1.4030  -1.1397

Results of the Löwdin charge analysis, in e, for atoms 1 through 5:
1 W 1.034
2 C -0.123
3 N -0.224
4 C -0.147
5 C -0.288

[4]
This record from the Open Molecules 2025 dataset describes a structure of composition C27H22Cl3IN5O3STl in a non-equilibrium geometry. The level of theory is ωB97M-V/def2-TZVPD.

Summary:
HOMO level: -6.7 eV
M: 934.218 g/mol
maximum force: 3.28 eV Å⁻¹

Atoms and positions in Å:
Tl  -2.4927  1.5766  -0.4061
O  -2.0355  0.6723  2.0244
N  -2.8002  -0.1534  2.5912
N  -3.3608  -1.0581  1.7766
O  -3.0740  -1.1254  0.5146
C  -4.1910  -1.9849  2.4241
C  -4.4054  -1.9237  3.8245
C  -4.8001  -3.1175  4.4002
C  -5.2542  -4.1901  3.6716
C  -5.1759  -4.1427  2.2436
C  -4.6200  -3.0453  1.6151
H  -4.2392  -1.0003  4.4030
H  -4.8032  -3.1628  5.4880
H  -5.5042  -5.1589  4.1521
H  -5.6612  -4.9521  1.6761
H  -4.4648  -3.0311  0.5270
Cl  -0.4599  -3.0313  -4.2177
C  0.6837  -2.3762  -3.0117
C  1.3461  -1.2033  -3.2021
C  2.1139  -0.6509  -2.1554
C  2.1726  -1.2657  -0.9076
C  3.1332  -0.7514  0.1509
C  3.3310  0.7543  0.1455
N  2.1166  1.5893  0.3335
C  2.1207  2.9526  -0.0130
C  0.8206  3.3680  0.1688
N  0.0280  2.3417  0.6102
C  0.8269  1.2748  0.6236
O  4.3694  -1.5336  0.2318
C  5.5182  -1.1610  -0.4678
C  5.5349  -1.7871  -1.8952
C  5.8825  -1.1612  -3.0735
Cl  6.1170  0.4868  -3.3893
S  5.7878  -2.2065  -4.4663
C  5.1359  -3.4777  -3.5139
C  5.0799  -3.1102  -2.1950
C  1.5634  -2.5280  -0.7733
Cl  1.7882  -3.5161  0.7029
C  0.7639  -3.0465  -1.7607
H  1.2816  -0.7065  -4.1705
H  2.6845  0.2666  -2.4013
H  2.7069  -1.0819  1.1643
H  3.7980  1.1460  -0.7649
H  3.9447  1.0912  0.9807
H  2.9552  3.5381  -0.2870
H  0.3751  4.3697  0.0017
H  0.5053  0.3133  0.9365
H  6.3829  -1.4591  0.1285
H  5.6387  -0.0801  -0.5369
H  4.7918  -4.3798  -3.9806
H  4.7419  -3.8602  -1.4435
H  0.1656  -3.9833  -1.6608
I  -5.9693  3.0073  -0.0964
C  -4.4195  4.4938  0.1965
C  -4.5684  5.8365  -0.2528
C  -3.4987  6.6815  -0.2082
C  -2.4064  6.2700  0.5430
C  -2.4147  5.0151  1.1157
N  -3.4008  4.1178  0.9586
H  -5.5207  6.0840  -0.7372
H  -3.5690  7.5939  -0.8007
H  -1.4926  6.8866  0.7007
H  -1.6042  4.6759  1.7636

Results of the Löwdin charge analysis, in e, for atoms 1 through 5:
1 Tl 0.810
2 O -0.299
3 N -0.046
4 N -0.280
5 O -0.247